Record 1
Molecular formula: CH4N2OS
Method: DFT, ωB97M-V with the def2-TZVPD basis set

Each line ends with the Mulliken charge.
CARTESIAN COORDINATES (ANGSTROEM)
C  -0.3299  -0.0400  -0.0851  0.380
H  -1.9656  0.9012  -0.2669  0.311
H  -0.9686  1.5608  1.3894  0.243
H  1.4147  0.8030  -0.5276  0.222
H  1.1948  -1.9547  0.3606  0.375
N  -0.9260  1.1962  -0.3484  -0.666
N  1.0438  0.0341  -0.1752  -0.035
O  1.8787  -1.0454  -0.1708  -0.449
S  -1.3418  -1.4553  -0.1760  -0.380

Properties
Kohn-Sham gap (eV): 7.21
Highest occupied orbital energy (eV): -8.912
ΔE to the lowest compared entry with this formula, charge and spin (kcal per mole): 162.1

---

Record 2
Molecular formula: C28H66BBr2N3O17P5S
Method: DFT, ωB97M-V with the def2-TZVPD basis set

Each line ends with the Mulliken charge.
CARTESIAN COORDINATES (ANGSTROEM)
C  -6.1028  -1.3745  1.6120  -0.952
C  -5.6457  -2.1385  0.3362  -1.029
C  -4.2247  -1.7304  -0.1241  -0.373
C  -4.1646  -0.4398  -0.9773  1.260
C  -5.4365  0.4224  -0.9614  -1.849
C  -2.8524  0.4182  -0.7380  -0.579
P  -3.2256  1.4064  0.8739  0.110
O  -2.3297  2.7650  0.9377  -0.421
Br  -2.2883  0.1214  2.4983  -0.228
O  -1.8376  -0.5496  -0.4802  -0.187
C  -0.6074  -0.4910  -1.1700  0.144
S  -0.2670  -2.2750  -1.6141  -0.101
P  0.7998  -0.0944  0.0620  0.170
O  0.4570  1.3870  0.7511  -0.464
O  0.7473  -1.2767  1.2034  -0.109
N  -0.5456  0.2591  -2.4245  1.159
C  0.4342  1.3777  -2.5354  -1.515
C  1.8444  0.9446  -2.9488  0.063
C  2.6090  2.2273  -3.3683  -1.136
C  3.5516  2.7090  -2.2535  -0.639
C  4.9178  1.9760  -2.2697  -0.469
C  6.0921  2.8434  -1.7594  -0.586
C  6.7132  2.3058  -0.4536  -0.873
C  8.1586  2.8170  -0.2421  -0.687
C  9.0370  1.7238  0.3933  -0.327
C  10.4154  2.3137  0.7428  -0.904
C  10.4780  2.9523  2.1445  -0.759
C  10.2822  1.9449  3.2644  -0.378
O  11.3868  1.0428  3.2757  -0.350
C  10.9553  -0.2832  3.5483  -0.642
C  -1.8180  0.5893  -2.8756  -1.996
N  -2.1410  0.3150  -4.0854  0.519
C  -3.5002  0.6287  -4.6034  -0.759
P  -0.9619  -0.4861  -5.1902  0.270
O  -1.2199  0.4339  -6.5044  -0.447
Br  -1.9179  -2.4855  -5.5971  -0.177
N  -2.7271  1.1894  -1.9685  1.923
O  -2.2774  2.5203  -1.8349  -0.293
B  -3.2509  3.4875  -2.1295  0.446
O  -4.1667  3.3550  -3.1387  -0.540
O  -3.2440  4.6122  -1.3367  -0.515
H  -7.0402  -0.8653  1.3806  0.141
H  -5.3875  -0.5665  1.7951  0.299
H  -6.1981  -2.0218  2.4771  0.368
H  -6.3782  -2.0915  -0.4661  0.361
H  -5.5470  -3.1827  0.6411  0.545
H  -3.6119  -1.7205  0.7759  0.151
H  -3.8720  -2.5645  -0.7362  0.323
H  -4.0575  -0.7612  -2.0230  -0.264
H  -5.3573  1.2686  -1.6496  0.290
H  -6.2573  -0.1799  -1.3557  0.577
H  -5.7467  0.7297  0.0313  0.380
H  -1.5309  2.7552  0.3847  0.386
H  0.2338  -2.1905  -2.8674  0.118
H  0.5454  1.2927  1.7172  0.302
H  -0.0273  -1.8573  1.1078  0.238
H  0.4461  2.0603  -1.6815  0.064
H  0.0948  2.0021  -3.3704  0.918
H  1.8234  0.1954  -3.7407  0.427
H  2.3959  0.5492  -2.0976  0.105
H  1.9075  3.0472  -3.5619  0.339
H  3.2002  2.0754  -4.2726  0.543
H  3.7678  3.7756  -2.3541  0.670
H  3.0769  2.5890  -1.2721  0.019
H  5.1243  1.6978  -3.3065  0.277
H  4.8211  1.0644  -1.6738  0.284
H  6.8699  2.8219  -2.5242  0.368
H  5.7803  3.8731  -1.5706  0.296
H  6.7591  1.2131  -0.5055  0.437
H  6.0983  2.5781  0.4076  0.261
H  8.1274  3.6636  0.4505  0.273
H  8.6039  3.1547  -1.1800  0.361
H  9.1767  0.9125  -0.3255  0.361
H  8.5251  1.3484  1.2805  0.212
H  10.7201  3.0536  -0.0014  0.362
H  11.1740  1.5251  0.7307  0.416
H  9.7331  3.7534  2.1865  0.331
H  11.4658  3.3999  2.2838  0.378
H  10.1976  2.4581  4.2301  0.292
H  9.3762  1.3481  3.1205  0.304
H  10.4807  -0.6987  2.6497  0.259
H  11.8214  -0.9020  3.7810  0.253
H  10.2641  -0.2813  4.3959  0.304
H  -3.5441  0.2645  -5.6303  0.376
H  -3.7137  1.6927  -4.6362  0.278
H  -4.2229  0.0450  -4.0387  0.277
H  -0.7876  0.0003  -7.2616  0.380
H  -5.0580  3.5809  -2.8353  0.282
H  -4.0518  4.6335  -0.7999  0.312
C  3.2336  -2.3597  2.6306  -0.735
O  4.2531  -1.9688  3.5585  -0.257
P  4.0774  -2.2898  5.0991  0.982
O  5.1547  -1.7921  5.9459  -0.715
O  3.8487  -3.8679  5.1634  -0.301
C  4.9378  -4.7088  4.7655  -0.700
O  2.6291  -1.7328  5.4219  -0.242
C  2.1153  -1.9397  6.7460  -0.692
H  3.6937  -2.9552  1.8423  0.350
H  2.4487  -2.9493  3.1037  0.327
H  2.7966  -1.4700  2.1952  0.280
H  5.8914  -4.1823  4.8118  0.354
H  4.7648  -5.0594  3.7475  0.240
H  4.9725  -5.5641  5.4357  0.257
H  2.6677  -2.7124  7.2791  0.314
H  1.0746  -2.2461  6.6614  0.264
H  2.1724  -1.0066  7.3031  0.252
C  -11.5933  -1.4990  -2.5592  -0.708
O  -10.4402  -1.9340  -1.8254  -0.335
P  -10.5632  -2.2091  -0.2702  1.069
O  -9.3100  -2.5963  0.3730  -0.579
O  -11.7379  -3.2769  -0.1382  -0.327
C  -11.5188  -4.5782  -0.6974  -0.687
O  -11.2447  -0.8920  0.2804  -0.291
C  -11.5799  -0.8437  1.6765  -0.695
H  -11.7422  -2.1747  -3.3998  0.274
H  -12.4931  -1.4959  -1.9459  0.344
H  -11.4134  -0.4936  -2.9346  0.268
H  -10.4567  -4.7891  -0.8243  0.323
H  -12.0202  -4.6404  -1.6633  0.252
H  -11.9488  -5.3161  -0.0250  0.258
H  -11.5903  -1.8361  2.1255  0.327
H  -12.5702  -0.4043  1.7712  0.261
H  -10.8570  -0.2191  2.1978  0.255

Properties
Total charge: +1
Kohn-Sham gap (eV): 6.02
Highest occupied orbital energy (eV): -10.494